# 1
{
  "formula": "C39H65F3O19SY",
  "method": "ωB97M-V/def2-TZVPD",
  "elements": ["C", "H", "H", "O", "H", "H", "O", "O", "C", "O", "O", "H", "C", "C", "C", "C", "C", "C", "H", "H", "O", "H", "H", "H", "H", "C", "C", "H", "F", "H", "H", "H", "C", "H", "H", "O", "H", "H", "Y", "S", "O", "H", "C", "H", "C", "O", "H", "H", "C", "C", "C", "C", "H", "H", "H", "H", "H", "F", "C", "C", "H", "H", "C", "H", "H", "H", "C", "O", "O", "H", "H", "H", "H", "C", "H", "H", "C", "H", "C", "C", "H", "H", "C", "C", "O", "H", "C", "C", "H", "C", "H", "C", "H", "H", "H", "C", "H", "H", "H", "H", "H", "H", "C", "H", "O", "H", "O", "H", "O", "C", "H", "C", "C", "F", "O", "C", "H", "O", "H", "H", "H", "C", "H", "H", "H", "O", "C", "O"],
  "positions_angstrom": [[3.79207, -13.24463, -18.84125], [-1.36207, -18.03432, -21.51351], [2.67303, -13.18302, -27.15363], [-0.61913, -15.35016, -17.94974], [-1.25917, -10.72075, -23.08231], [8.23539, -19.22177, -23.52408], [3.34321, -12.82770, -20.09650], [-2.63398, -14.41937, -17.91004], [2.57533, -22.06441, -22.82492], [1.99819, -14.92921, -26.18319], [0.59229, -18.77699, -14.90399], [-1.91972, -15.57152, -24.41936], [-1.19148, -17.34282, -23.47373], [5.60507, -12.54322, -20.02650], [6.17011, -18.88307, -23.49913], [1.19446, -20.14113, -22.21484], [2.59939, -13.06638, -24.89073], [-1.82648, -15.35939, -18.36770], [1.53461, -16.08197, -24.58889], [6.16650, -17.68646, -16.68563], [-3.15188, -17.45901, -22.28810], [5.82955, -16.08099, -17.29040], [6.04785, -17.71354, -25.34946], [5.52406, -19.05055, -22.63735], [-0.57835, -14.48951, -22.78612], [-2.59710, -16.45412, -19.17402], [-3.43208, -16.67281, -23.32972], [3.21380, -22.17722, -23.70112], [3.78302, -15.54797, -21.08661], [-2.13536, -19.16975, -22.68847], [4.29940, -17.85414, -15.42045], [3.78155, -14.24574, -26.16688], [2.36000, -14.13701, -23.95911], [1.89037, -13.95171, -22.99308], [4.28558, -12.54285, -21.75689], [5.54305, -21.87134, -18.19775], [6.13773, -19.75595, -24.15115], [-4.83707, -16.33482, -19.39046], [1.38868, -15.00004, -16.73015], [1.64075, -16.83924, -19.95354], [3.34367, -16.15867, -16.00788], [-4.36153, -13.72543, -18.48116], [5.15892, -12.78841, -18.56658], [7.74361, -18.76328, -21.85163], [6.20674, -20.55169, -20.04320], [0.67499, -16.14427, -20.81582], [4.99730, -16.33248, -14.90319], [7.73351, -19.78637, -18.80624], [4.51636, -16.83552, -15.74210], [2.59134, -20.62840, -22.20959], [6.64432, -19.82611, -18.79254], [5.74428, -17.66515, -24.30370], [4.77622, -17.54859, -17.67804], [2.33147, -19.14082, -17.57526], [6.32756, -11.73140, -20.11059], [-1.98242, -16.74320, -20.02649], [3.31152, -14.64283, -23.79525], [4.19483, -17.45557, -20.08108], [6.20135, -20.74180, -17.62861], [-3.96140, -14.71123, -18.24409], [1.33518, -20.17335, -13.59087], [0.85566, -20.09555, -21.17983], [-0.59831, -13.05055, -21.15162], [6.07303, -16.27380, -22.63007], [2.19660, -21.39387, -15.79909], [0.12622, -13.74360, -20.72401], [-1.24511, -13.77413, -22.30471], [1.85647, -16.05894, -18.70396], [-4.51223, -16.03761, -23.49175], [-0.57172, -18.06162, -24.00976], [0.51582, -14.55620, -24.85916], [7.07107, -21.12971, -17.09832], [5.96947, -13.45266, -20.50424], [3.33023, -16.83150, -20.89954], [-2.40577, -17.10741, -25.21659], [3.40129, -12.37372, -24.63523], [0.93337, -20.11277, -14.60229], [0.07217, -20.77018, -14.72174], [-0.67195, -11.63781, -23.12997], [5.35918, -16.99926, -16.93879], [3.06619, -20.59611, -21.22898], [-0.24429, -10.92768, -21.14232], [-1.94784, -18.12808, -22.42793], [4.33096, -12.11174, -20.75681], [3.05431, -13.82219, -18.06083], [-0.40896, -16.65657, -23.14998], [1.60769, -19.49703, -16.84221], [-2.22776, -16.60568, -24.26543], [-0.02567, -11.56782, -24.00492], [0.93639, -18.39881, -16.14007], [0.89390, -19.96795, -17.51812], [1.49502, -15.03420, -24.88675], [5.61483, -19.88088, -20.66591], [6.47488, -15.66867, -24.13210], [3.20322, -19.98809, -22.84498], [1.13049, -22.25222, -23.32613], [5.57669, -20.22643, -16.89904], [5.71380, -13.57864, -18.06086], [-4.43692, -15.08992, -17.33935], [-2.13452, -14.26352, -21.90777], [-1.36931, -12.91817, -20.39260], [1.72374, -12.42045, -24.95469], [5.44596, -21.76549, -19.55139], [-3.89275, -15.18216, -20.36592], [7.79423, -17.27188, -23.32076], [4.66577, -17.52077, -24.24004], [0.58004, -23.20666, -23.86059], [5.10469, -11.90049, -17.93667], [0.73727, -17.28351, -16.54699], [7.58508, -18.59251, -22.91644], [7.03246, -20.87173, -20.67869], [2.80143, -13.77573, -26.24792], [-0.00411, -11.79587, -21.75606], [3.22773, -17.47261, -22.05428], [0.42759, -21.14922, -22.93345], [2.01546, -20.33083, -15.64017], [-2.65818, -17.24695, -18.42851], [4.79603, -22.63177, -20.16431], [4.01943, -11.06938, -20.68944], [2.77834, -22.79589, -22.04271], [1.04230, -19.20237, -22.74747], [6.51906, -16.60106, -23.56925], [2.97845, -19.98414, -15.26530], [1.05664, -12.00260, -21.89801], [6.33237, -18.78299, -18.74078], [-1.59710, -12.72443, -23.16790], [-3.93815, -15.71896, -19.41835], [1.21913, -18.23522, -19.69377]],
  "spin_multiplicity": 2,
  "e_lumo_ha": [-0.2224, -0.3880],
  "charge": 2,
  "energy_ha": -3690.13493,
  "gap_ev": [7.0, 2.5]
}

# 2
{
  "formula": "C39H65F5N2O17PS2",
  "method": "ωB97M-V/def2-TZVPD",
  "elements": ["C", "H", "O", "N", "H", "C", "H", "H", "C", "C", "H", "H", "H", "H", "O", "S", "H", "F", "C", "H", "H", "O", "H", "O", "O", "C", "H", "O", "H", "H", "H", "H", "H", "O", "F", "C", "H", "H", "S", "P", "H", "C", "O", "H", "C", "C", "H", "H", "H", "H", "O", "H", "C", "N", "H", "H", "H", "C", "H", "O", "C", "C", "H", "O", "F", "C", "O", "C", "H", "C", "H", "H", "C", "H", "H", "H", "C", "H", "H", "H", "H", "C", "H", "H", "H", "H", "O", "O", "H", "H", "H", "H", "H", "H", "C", "C", "C", "C", "F", "C", "H", "C", "C", "C", "C", "H", "C", "C", "H", "H", "C", "C", "C", "H", "C", "H", "C", "H", "O", "H", "H", "C", "C", "O", "H", "H", "O", "C", "F", "H", "H"],
  "positions_angstrom": [[-2.33593, -4.22002, 1.69015], [6.15378, -0.44672, 4.47310], [5.26945, 7.28670, -1.76862], [4.80056, -2.14528, 2.08141], [4.76958, -1.95346, -2.70431], [-7.95953, -7.86634, 5.97061], [4.60746, -6.84367, 0.31081], [3.28427, 5.31560, 0.71420], [6.44262, -1.38355, 3.87614], [-0.81129, -4.22817, 1.14020], [-5.55600, -1.86788, 3.47946], [1.57939, 0.60568, 0.99685], [2.36844, -4.02422, 3.07757], [5.21943, 9.76688, -2.35258], [-5.87832, -6.61156, 2.57141], [0.23892, 1.23129, -2.03625], [6.14353, 5.30910, -0.39310], [4.23075, 1.20812, 3.98586], [4.25751, -0.90010, -0.55863], [-2.38701, 5.75019, -8.85695], [1.82362, -4.91317, 1.56246], [-1.14602, 5.19174, -7.32797], [4.90806, -4.26810, 4.24843], [4.75122, 1.96228, 0.12202], [-5.00209, 2.79075, -6.40461], [-1.96018, 6.18359, -7.95065], [0.34704, -2.95220, 2.66249], [-6.11756, -7.81029, 4.37796], [-3.46815, 3.09533, -4.24688], [-8.21498, -8.05862, 7.01527], [2.80062, 0.44382, -2.49402], [5.71524, 5.26021, 1.30946], [-3.05025, 3.29262, -6.70633], [4.13146, 7.09322, 0.19774], [5.01087, 2.95982, 2.76515], [2.51432, -1.16996, 2.90161], [-0.88917, -4.35479, -0.01592], [-2.76823, -5.27880, 1.44528], [4.55062, 0.89036, 1.21624], [2.10305, 1.03726, -1.39380], [-4.51922, 4.50144, -4.30240], [-8.46031, 2.59200, -6.02005], [6.02424, 0.48972, 1.40400], [6.62650, 9.63829, -1.24141], [-0.44530, 5.65130, -6.27416], [2.73364, -2.94637, 1.02184], [-8.55818, 2.77860, -4.94764], [-4.16165, 4.65548, -6.80875], [-8.47492, -8.59762, 5.34221], [7.03647, -2.06502, 4.62035], [-0.41537, 6.79835, -5.88563], [-6.69785, -0.64580, 2.58803], [1.78856, -1.04378, 4.01353], [3.52303, -0.44420, 0.69423], [1.19347, -1.41342, -1.35973], [3.53394, -5.42615, -0.43905], [5.07270, -2.99062, 5.56411], [-6.02276, -5.36195, 1.90165], [1.04924, -3.46235, -0.32973], [-6.52887, 4.40368, -5.89035], [4.56303, -3.18511, 4.52917], [4.76815, -1.45129, -1.65361], [-5.63466, -5.47494, 0.88732], [-3.92398, -2.14516, 1.69640], [2.79024, 3.86109, 3.40301], [-3.93844, 3.73993, -6.25310], [-6.50166, -5.56682, 4.49992], [0.07070, 5.12071, -3.33281], [1.61755, 4.05100, -4.36204], [-6.24447, 3.26352, -6.18712], [4.02737, -7.15709, 2.53112], [-5.73348, -2.71703, 0.57355], [-6.18918, -6.56129, 3.88131], [-0.78340, -2.02939, 1.53332], [5.42596, 10.92555, -1.02874], [3.43562, -3.09948, 4.72241], [0.02759, -2.87310, 1.55368], [0.94039, -0.66368, 4.71276], [1.61154, 5.77620, -4.72001], [0.66958, 5.26671, -2.43037], [-8.78941, 3.46175, -6.59415], [-5.28661, -1.86389, 1.21262], [3.68362, 5.44573, -0.99717], [7.19274, -1.17893, 3.00936], [4.97318, -4.69098, 1.72480], [2.79117, -6.73355, 0.68668], [-3.41058, -3.30209, -0.37315], [3.98849, -6.25315, 2.92354], [-2.77805, 6.46568, -7.28282], [-2.34527, -4.11485, 2.83522], [-7.03281, -2.51046, 2.54299], [-0.31951, -5.19449, 1.54013], [-5.45469, -4.57127, 2.39953], [5.26339, 3.91016, 0.24431], [-6.22480, -1.69249, 2.55115], [-6.45858, -7.95160, 5.76389], [3.49625, -1.63499, 1.68290], [4.77908, 7.77013, -0.77120], [2.28055, 3.11374, 1.28777], [4.04012, 5.67603, 0.01182], [3.31321, -3.35026, 0.08674], [3.73009, -6.09225, 0.47707], [0.96640, 4.91104, -4.53976], [2.67809, -4.23481, 1.99212], [1.23493, -2.65930, 0.50427], [-5.92443, -7.21029, 6.36583], [3.97453, -5.23165, 1.86083], [5.56460, 9.88357, -1.32226], [2.54367, 2.37940, -1.17302], [-0.58233, 4.25619, -3.18537], [2.61431, 2.65468, 2.59990], [4.03394, 1.86629, 2.70426], [-3.66403, 4.02515, -4.78802], [-0.57784, 5.99127, -3.45743], [5.13161, -2.23101, 3.35299], [-6.10610, -8.93830, 6.07482], [1.14254, -1.23323, -0.20381], [-2.79863, 4.68373, -4.68015], [0.19607, 4.60927, -5.70998], [-1.37244, 7.06076, -8.23237], [-7.08101, -5.09561, 1.83896], [2.14624, -0.05655, 0.21515], [5.36511, 4.99723, 0.30742], [-7.11270, 2.24455, -6.33124], [0.06090, -0.82277, -0.03548], [-9.09569, 1.74475, -6.28413], [4.80893, 9.07026, -0.42650], [-3.28222, -3.17146, 0.90612], [1.49951, 1.97190, 3.17124], [-8.34929, -6.88253, 5.69853], [-5.21923, -0.86001, 0.62656]],
  "spin_multiplicity": 1,
  "e_lumo_ha": -0.1926,
  "charge": 1,
  "energy_ha": -4549.76788,
  "gap_ev": 6.2
}